#A
Computed, not measured: the ion C4H10NO with charge -1, with wB97M-V/def2-TZVPD.

Structure (XYZ):
```
16
Properties=species:S:1:pos:R:3:nbo_charge:R:1
C 0.241 -1.933 -0.850 -0.40
N 0.040 -0.590 -1.287 -0.66
C 0.795 0.439 -0.564 -0.23
C 0.295 0.643 0.936 -0.46
C -1.120 1.323 0.969 0.01
O -1.585 1.690 2.158 -0.94
H -0.304 -2.635 -1.482 0.18
H 0.039 -2.187 0.201 0.17
H 1.301 -2.174 -1.002 0.17
H -0.895 -0.186 -1.248 0.37
H 0.784 1.405 -1.053 0.19
H 1.829 0.165 -0.346 0.17
H 0.348 -0.161 1.677 0.18
H 1.002 1.396 1.317 0.17
H -0.980 2.156 0.204 0.04
H -1.790 0.650 0.370 0.04
```

Calculated values
E_HOMO in eV: -2.20
Frontier orbital gap in eV: 6.17
Net charge: -1

***

#B
Computed, not measured: the ion C4H10NO with charge -1, with wB97M-V/def2-TZVPD.

Structure (XYZ):
```
16
Properties=species:S:1:pos:R:3:nbo_charge:R:1
C 0.151 1.282 -1.433 -0.65
C 0.759 1.154 0.000 -0.43
C 0.026 0.179 0.997 0.30
O -1.213 0.410 1.113 -0.91
N 0.422 -1.247 0.769 -0.70
C -0.701 -1.904 0.087 -0.45
H -0.858 0.807 -1.344 0.24
H 0.811 0.729 -2.115 0.18
H 0.223 2.353 -1.776 0.18
H 1.964 1.002 0.108 0.16
H 0.495 2.164 0.345 0.18
H 0.603 0.361 1.961 0.02
H 0.422 -1.461 1.763 0.33
H -0.692 -2.915 -0.323 0.16
H -0.777 -1.212 -0.768 0.19
H -1.636 -1.703 0.617 0.20
```

Calculated values
E_HOMO in eV: -2.59
Frontier orbital gap in eV: 7.04
Net charge: -1

***

#C
Computed, not measured: the ion C4H10NO with charge -1, with wB97M-V/def2-TZVPD.

Structure (XYZ):
```
16
Properties=species:S:1:pos:R:3:nbo_charge:R:1
C -0.368 2.532 0.618 -0.40
N -0.199 1.316 1.384 -0.63
C 0.336 0.206 0.490 -0.27
C -0.484 -1.048 0.307 -0.50
C 0.476 -1.950 -0.875 0.06
O 0.313 -1.381 -2.040 -0.91
H -1.139 3.178 1.190 0.16
H -0.881 2.307 -0.324 0.17
H 0.498 3.161 0.462 0.18
H -1.209 1.130 1.492 0.33
H 1.297 -0.013 1.005 0.17
H 0.617 0.487 -0.537 0.21
H -0.371 -1.683 1.203 0.15
H -1.551 -0.758 0.142 0.17
H 1.490 -1.837 -0.407 0.07
H -0.010 -2.963 -0.608 0.06
```

Calculated values
E_HOMO in eV: -2.27
Frontier orbital gap in eV: 6.29
Net charge: -1

***

#D
Computed, not measured: the ion C4H10NO with charge -1, with wB97M-V/def2-TZVPD.

Structure (XYZ):
```
16
Properties=species:S:1:pos:R:3:nbo_charge:R:1
C -0.066 0.297 1.910 -0.43
N 0.086 -0.968 1.195 -0.65
C -0.659 -1.054 -0.097 -0.22
C 0.076 -0.424 -1.297 -0.45
C 0.367 1.101 -1.307 0.03
O 0.630 1.669 -2.465 -0.93
H 0.803 0.561 2.522 0.18
H -0.989 0.315 2.488 0.17
H -0.113 1.159 1.231 0.20
H 1.075 -1.037 0.986 0.34
H -1.628 -0.590 0.016 0.18
H -0.795 -2.120 -0.284 0.17
H 1.036 -0.963 -1.398 0.16
H -0.463 -0.725 -2.211 0.19
H -0.566 1.539 -0.815 0.04
H 1.206 1.240 -0.474 0.02
```

Calculated values
E_HOMO in eV: -2.26
Frontier orbital gap in eV: 6.39
Net charge: -1

***

#D takes first place; second place is 0.0072 hartree up.

***

#A
Computed, not measured: the ion C4H10NO with charge -1, with wB97M-V/def2-TZVPD.

Structure (XYZ):
```
16
Properties=species:S:1:pos:R:3:nbo_charge:R:1
C 1.200 1.358 -1.695 -0.40
N 0.888 0.418 -0.641 -0.67
C -0.361 -0.316 -0.844 -0.23
C -0.469 -1.390 0.223 -0.44
C -0.518 -0.749 1.656 -0.02
O -0.714 0.591 1.662 -0.97
H 1.779 0.900 -2.504 0.16
H 0.308 1.835 -2.142 0.15
H 1.834 2.137 -1.286 0.18
H 0.729 0.922 0.235 0.41
H -1.188 0.366 -0.628 0.19
H -0.428 -0.688 -1.869 0.16
H 0.416 -2.041 0.129 0.17
H -1.287 -2.078 -0.017 0.17
H 0.427 -1.078 2.156 0.07
H -1.313 -1.279 2.249 0.08
```

Calculated values
E_HOMO in eV: -2.34
Frontier orbital gap in eV: 6.60
Net charge: -1

***

#B
Computed, not measured: the ion C4H10NO with charge -1, with wB97M-V/def2-TZVPD.

Structure (XYZ):
```
16
Properties=species:S:1:pos:R:3:nbo_charge:R:1
C -0.399 -1.421 0.698 -0.49
N 0.795 -0.730 0.038 -0.47
C 1.324 0.212 1.052 -0.42
C 0.350 0.126 -1.110 -0.28
C -0.971 1.017 -0.966 0.00
O -1.605 1.198 0.083 -0.91
H -0.988 -2.299 0.087 0.16
H -1.212 -0.670 0.750 0.26
H -0.424 -1.898 1.711 0.18
H 1.075 -0.122 2.097 0.18
H 0.891 1.307 0.955 0.20
H 2.363 0.291 1.020 0.16
H 1.152 0.846 -1.277 0.17
H 0.269 -0.581 -1.977 0.17
H -1.753 0.651 -1.787 0.00
H -0.867 2.073 -1.373 0.06
```

Calculated values
E_HOMO in eV: -1.88
Frontier orbital gap in eV: 6.21
Net charge: -1

***

#A takes first place; second place is 0.0817 hartree up.

***

#A
Computed, not measured: the molecule CH5O3P, with wB97M-V/def2-TZVPD.

Structure (XYZ):
```
10
Properties=species:S:1:pos:R:3:nbo_charge:R:1
C 1.676 -0.164 0.039 -0.97
P -0.280 -0.043 0.001 1.98
O -0.771 -1.121 -1.131 -0.98
O -0.573 1.288 -0.793 -1.00
O -1.800 0.026 0.985 -0.97
H 2.152 0.815 0.403 0.20
H 2.085 -0.981 0.630 0.19
H -0.017 -1.426 -1.674 0.52
H -0.726 2.115 -0.240 0.52
H -1.746 -0.508 1.781 0.49
```

Calculated values
E_HOMO (spin up / spin down) in eV: -8.32 / -8.32
Frontier orbital gap (spin up / spin down) in eV: 8.45 / 8.45
Net charge: 0

***

#B
Computed, not measured: a cluster of 2 separate species, CH5O3P in total, with wB97M-V/def2-TZVPD.

Structure (XYZ):
```
10
Properties=species:S:1:pos:R:3:nbo_charge:R:1
C 1.626 -1.401 0.014 -1.06
O -0.054 0.674 1.019 -1.06
O -3.091 0.080 -0.100 -0.95
O 1.421 1.136 -0.983 -0.97
P 1.077 0.158 0.246 2.05
H 2.463 -1.516 -0.647 0.25
H 1.558 -2.044 0.868 0.25
H -2.284 0.112 0.424 0.48
H -3.584 0.880 0.113 0.47
H 0.868 1.921 -0.955 0.52
```

Calculated values
E_HOMO in eV: -9.67
Frontier orbital gap in eV: 9.36
Net charge: 0

***

#B takes first place; second place is 0.0259 hartree up.